Entry 1:
Molecular formula: C18H34Cl3N4OSeSiTi
Method: DFT, wB97M-V/def2-TZVPD

Properties
* E_tot: -5921.26159 hartree
* net charge: +2
* spin multiplicity: 2

Geometry as XYZ:
```
63
Properties=species:S:1:pos:R:3:mulliken_charge:R:1
Ti -0.097 0.353 0.234 0.814
C -0.223 4.312 0.009 -2.181
C 0.247 3.099 0.762 1.235
C -0.581 2.528 1.742 1.125
C -1.926 3.141 2.027 -2.289
C -0.116 1.446 2.524 1.291
C -1.010 0.960 3.642 -2.004
C 1.173 0.911 2.291 1.541
C 1.757 -0.200 3.132 -2.657
C 1.972 1.443 1.253 0.487
C 3.351 0.904 0.979 -2.320
C 1.509 2.541 0.499 1.154
C 2.373 3.131 -0.576 -2.435
H -0.846 4.024 -0.842 0.328
H 0.609 4.899 -0.366 0.445
H -0.817 4.961 0.647 0.488
H -2.624 2.435 2.469 0.440
H -2.383 3.549 1.128 0.574
H -1.811 3.966 2.737 0.495
H -1.212 1.781 4.331 0.502
H -0.581 0.159 4.232 0.280
H -1.980 0.626 3.267 0.368
H 2.038 -1.057 2.517 0.645
H 1.096 -0.540 3.922 0.233
H 2.666 0.147 3.625 0.518
H 3.453 0.594 -0.060 0.471
H 3.599 0.047 1.594 0.471
H 4.096 1.678 1.170 0.435
H 2.928 3.983 -0.174 0.366
H 1.777 3.489 -1.413 0.591
H 3.100 2.421 -0.956 0.484
C -0.432 2.716 -3.959 -0.822
N 0.386 1.515 -3.834 0.295
C 0.992 1.001 -5.060 -0.859
C 0.578 0.915 -2.689 0.191
O 0.104 1.329 -1.595 -0.550
H 0.192 3.555 -4.267 0.341
H -0.907 2.935 -3.009 0.069
H -1.195 2.550 -4.718 0.403
H 1.659 1.751 -5.483 0.335
H 0.212 0.771 -5.784 0.315
H 1.558 0.098 -4.844 0.311
H 1.189 0.012 -2.723 0.032
N -3.077 -3.419 0.442 0.034
C -1.911 -3.712 1.356 -1.146
C -0.717 -2.824 1.049 -0.396
N -0.837 -1.430 1.553 -0.427
H -3.835 -4.088 0.592 0.444
H -2.793 -3.469 -0.540 0.393
H -3.456 -2.472 0.588 -0.132
H -1.644 -4.755 1.199 0.489
H -2.272 -3.595 2.378 0.380
H -0.532 -2.814 -0.023 0.285
H 0.162 -3.284 1.498 0.412
H -0.325 -1.367 2.428 0.221
H -1.803 -1.217 1.795 0.180
Se 2.144 -3.217 -2.123 -0.026
C 1.576 -1.910 -1.132 0.139
N 1.188 -1.023 -0.451 -0.334
Cl -1.956 -0.970 -1.435 -0.362
Si -2.600 0.681 -0.138 0.569
Cl -4.059 -0.312 1.071 -0.408
Cl -3.670 1.964 -1.308 -0.270
```

Entry 2:
Molecular formula: C28H29BCdN6Si
Method: DFT, wB97M-V/def2-TZVPD

Properties
* E_tot: -1894.34072 hartree
* net charge: +2

Geometry as XYZ:
```
66
Properties=species:S:1:pos:R:3:mulliken_charge:R:1
C 2.373 -0.865 -1.432 -0.237
N 1.100 -0.956 -1.876 0.400
N 1.137 -0.674 -3.221 -0.280
C 2.418 -0.515 -3.615 -0.110
C 3.231 -0.673 -2.500 -1.277
B -0.112 -0.506 -4.139 0.379
N -1.084 -1.683 -3.831 -0.100
N -1.374 -2.149 -2.569 -0.089
C -2.219 -3.198 -2.716 0.037
C -2.346 -3.500 -4.073 -1.150
C -1.677 -2.485 -4.750 -0.118
Cd -0.255 -2.165 -0.430 0.963
N -0.725 0.930 -3.900 0.284
N -1.196 1.262 -2.641 -0.474
C -1.451 2.569 -2.647 -0.177
C -1.220 3.107 -3.940 -0.867
C -0.764 2.022 -4.699 -0.123
H -1.772 3.089 -1.748 0.490
H -0.468 1.934 -5.739 0.471
H -1.351 4.123 -4.256 0.433
H 0.203 -0.540 -5.294 -0.106
H -1.599 -2.281 -5.811 0.449
H 2.679 -0.301 -4.635 0.496
H -2.836 -4.357 -4.502 0.408
H 4.297 -0.652 -2.481 0.477
H -2.696 -3.686 -1.875 0.341
H 2.631 -0.935 -0.389 0.529
H -2.132 -1.419 -0.085 0.184
C -2.257 -2.271 0.605 -0.872
H -3.163 -2.745 0.211 0.437
H -1.451 -3.078 0.646 0.327
H -2.375 -1.826 1.596 0.239
C 0.741 4.731 0.681 -0.568
C 1.226 3.742 -0.184 -0.564
C 1.035 2.394 0.117 -0.297
C 0.362 2.008 1.292 0.902
C -0.110 3.011 2.165 -0.354
C 0.069 4.364 1.849 -0.718
Si 0.150 0.209 1.665 -0.270
C 1.726 -0.575 2.254 0.538
C 1.850 -1.983 2.170 -0.263
C 3.098 -2.587 2.342 -0.853
C 4.188 -1.823 2.786 -0.518
C 4.026 -0.455 3.042 -0.618
C 2.803 0.177 2.768 -0.321
C -1.112 0.051 3.003 0.555
C -0.842 -0.681 4.174 -0.447
C -1.825 -0.809 5.162 -0.721
C -3.073 -0.200 4.996 -0.519
C -3.335 0.562 3.850 -0.715
C -2.362 0.685 2.856 -0.004
H 0.883 5.785 0.441 0.420
H 1.769 4.017 -1.087 0.471
H 1.407 1.626 -0.559 0.190
H -0.616 2.733 3.092 0.449
H -0.310 5.125 2.533 0.435
H 0.969 -2.618 1.990 0.579
H 3.210 -3.658 2.141 0.426
H 5.154 -2.302 2.963 0.427
H 4.859 0.136 3.433 0.432
H 2.677 1.244 2.970 0.460
H 0.137 -1.142 4.317 0.378
H -1.608 -1.384 6.064 0.436
H -3.843 -0.312 5.760 0.420
H -4.291 1.071 3.726 0.440
H -2.561 1.283 1.963 0.430
```

Entry 3:
Molecular formula: C4H13N2
Method: DFT, wB97M-V/def2-TZVPD

Properties
* E_tot: -269.58977 hartree
* net charge: 0
* spin multiplicity: 2

Geometry as XYZ:
```
19
Properties=species:S:1:pos:R:3:mulliken_charge:R:1
N 1.164 -0.271 -1.066 -0.733
C 2.157 -0.328 -0.014 -0.229
C 2.031 0.847 0.956 -1.055
N -1.137 -0.160 0.063 -0.162
C -1.720 0.934 -0.667 -0.994
C -2.132 -1.151 0.370 -0.827
H 0.147 -0.225 -0.576 0.435
H 1.154 -1.145 -1.586 0.227
H 1.020 0.885 1.348 0.296
H 3.190 -0.294 -0.471 0.302
H 2.086 -1.269 0.553 0.265
H 2.469 1.719 0.490 0.245
H 2.620 0.735 1.874 0.351
H -2.077 0.641 -1.703 0.311
H -1.032 1.752 -0.861 0.308
H -2.522 1.468 -0.092 0.389
H -2.999 -0.592 0.764 0.290
H -1.945 -1.848 1.184 0.306
H -2.473 -1.702 -0.567 0.273
```

Entry 4:
Molecular formula: C6H11INO2
Method: DFT, wB97M-V/def2-TZVPD

Properties
* E_tot: -737.80093 hartree
* net charge: +1

Geometry as XYZ:
```
21
Properties=species:S:1:pos:R:3:mulliken_charge:R:1
C 0.793 -0.645 2.187 0.564
C -0.328 -0.341 1.289 0.805
C 0.411 -1.748 3.215 -1.216
C 1.433 1.324 -0.605 -1.138
C -0.725 0.432 -2.226 -1.165
C 0.123 0.988 0.080 -0.506
N -1.084 0.835 -0.837 0.048
O 1.895 -0.158 2.068 -0.431
O -1.382 -0.777 1.014 -0.545
I -0.450 2.441 1.676 0.208
H 0.415 -1.221 4.185 0.322
H -0.447 -2.336 3.123 0.402
H 1.233 -2.428 3.311 0.386
H 1.503 2.423 -0.675 0.307
H 1.399 0.624 -1.517 0.413
H 2.197 1.014 -0.026 0.414
H -0.395 -0.574 -2.171 0.386
H -1.803 0.391 -2.698 0.352
H -0.212 1.278 -2.628 0.526
H -1.565 1.708 -0.694 0.446
H -1.630 0.114 -0.378 0.424
```

Entry 5:
Molecular formula: C13H13F3NO8S
Method: DFT, wB97M-V/def2-TZVPD

Properties
* E_tot: -1857.47337 hartree
* net charge: -1

Geometry as XYZ:
```
39
Properties=species:S:1:pos:R:3:mulliken_charge:R:1
C 1.932 -4.295 -0.297 -1.199
C 1.745 -2.752 -0.246 -0.265
O 1.284 -2.228 -1.525 -0.477
C 0.480 -1.139 -1.220 0.210
C -0.869 -1.150 -1.294 0.569
N -1.565 -2.331 -1.752 -0.452
C -2.395 -2.753 -0.930 0.697
O -3.371 -3.077 -0.377 -0.416
C -1.599 0.153 -0.877 -0.256
O -2.576 0.564 -1.438 -0.560
C -0.906 0.898 0.309 -0.005
S -2.019 1.660 1.519 1.539
C -1.435 1.496 3.232 -1.030
O -2.177 3.079 1.206 -0.684
O -3.325 1.008 1.448 -0.706
C 0.455 0.934 0.364 1.029
C 1.198 1.683 1.487 -0.830
O 2.610 1.669 1.192 -0.302
C 3.350 2.150 2.219 0.912
F 3.191 1.470 3.384 -0.264
F 3.119 3.478 2.436 -0.267
F 4.661 2.046 1.884 -0.253
C 1.176 0.165 -0.778 -0.058
O 2.179 0.543 -1.326 -0.521
H 2.125 -4.666 0.733 0.356
H 2.733 -4.597 -1.002 0.306
H 0.958 -4.718 -0.639 0.268
H 2.661 -2.224 0.099 0.322
H 0.915 -2.562 0.483 0.301
H -0.762 0.634 3.416 0.333
H -2.319 1.527 3.902 0.399
H -0.846 2.419 3.455 0.326
H 0.816 2.727 1.610 0.480
H 0.996 1.162 2.451 0.259
C -2.487 1.386 -4.659 -0.099
O -2.564 0.675 -5.780 -0.812
H -3.317 2.109 -4.455 0.196
H -2.464 0.813 -3.698 -0.168
H -1.588 2.045 -4.535 0.123
```